# 1
The following is a quantum chemistry calculation of C6H11N in the gas phase, from the OMol25 dataset.

```
18
Properties=species:S:1:pos:R:3:forces:R:3
C -2.07010 0.56069 -0.57601 -0.30 0.35 -0.05
C -1.39091 -0.75086 -0.08217 -0.02 0.22 0.07
C 0.12528 -0.85987 -0.33135 -0.02 0.07 -0.03
C 0.97937 -0.02441 0.64330 0.10 -0.08 0.08
C 2.44727 0.06291 0.23902 0.14 0.00 -0.04
C 0.38267 1.30961 0.75176 -0.70 0.44 -0.24
N -0.35182 2.19397 0.65476 1.86 0.47 0.99
H -1.74444 1.55895 -0.16251 -0.49 -1.88 -0.73
H -1.96477 0.60959 -1.66662 -0.18 0.03 0.10
H -3.12751 0.54382 -0.31829 -0.25 -0.37 -0.26
H -1.57659 -0.91696 0.98963 -0.01 0.14 -0.14
H -1.86257 -1.60850 -0.59297 0.04 0.41 0.13
H 0.45931 -1.90338 -0.23003 -0.14 0.22 0.01
H 0.35718 -0.56404 -1.36415 -0.03 0.05 0.17
H 0.90277 -0.46766 1.64370 0.03 -0.02 -0.10
H 2.88357 -0.93921 0.18985 -0.03 0.14 0.05
H 2.54720 0.52633 -0.74724 -0.03 -0.05 0.12
H 3.00410 0.66904 0.95933 0.02 -0.15 -0.12
```
Positions in Å, forces in eV/Å.

Output
* SMILES string: CCC[C@@H](C)C#N
* HOMO level: -10.17 eV
* gap between HOMO and LUMO: 11.1 eV
* LUMO level: 0.0349 Eh
* energy relative to the best compared isomer or geometry (same formula, charge and spin): 82.5 kJ/mol

---

# 2
The following is a quantum chemistry calculation of a molecular structure, C27H35N10O2Pd, from the OMol25 dataset.

```
75
Properties=species:S:1:pos:R:3:forces:R:3
Pd 0.09279 -0.34379 0.59848 1.27 0.38 0.31
N 0.80298 1.94667 0.56422 0.01 -0.04 0.00
C 0.40569 2.56975 1.83906 -0.09 -0.20 0.24
C 0.40556 1.55035 2.98034 0.11 0.18 -0.13
N -0.42693 0.35679 2.72423 -0.04 -0.06 -0.21
C -1.88224 0.55120 2.90656 -0.21 0.03 -0.05
C -2.51772 1.28270 1.72185 0.35 0.19 0.49
N -1.77960 0.97070 0.50067 -0.31 -0.27 0.53
H 0.46454 2.47811 -0.23060 -0.03 -0.03 0.00
H 1.81481 1.90919 0.49661 -0.02 -0.16 -0.04
H 1.09590 3.36925 2.11616 -0.02 0.02 -0.06
H -0.57491 3.02012 1.72208 0.03 0.04 -0.05
H 1.42690 1.20127 3.13742 -0.03 -0.03 0.05
H 0.07152 2.05394 3.89176 0.04 -0.03 0.02
H -0.13425 -0.36453 3.37582 0.03 -0.08 -0.06
H -2.33253 -0.43626 3.00788 0.08 -0.03 0.02
H -2.08211 1.10502 3.82702 -0.02 -0.08 0.03
H -3.56426 0.97434 1.63610 0.02 0.00 -0.13
H -2.52015 2.36113 1.86819 0.01 -0.01 0.00
H -1.79927 -0.03384 0.28750 -1.65 0.48 -0.29
H -2.09997 1.50820 -0.29675 0.31 -0.07 -0.07
N -3.09513 0.04756 -1.76048 -0.10 0.23 -0.02
C -3.01077 -1.15542 -1.15462 -0.11 -0.66 0.00
N -4.09735 -1.88407 -1.07344 -0.52 0.22 -0.32
C -3.98824 -3.12177 -0.57671 0.37 0.38 0.02
N -5.06485 -3.86612 -0.43889 -0.02 -0.06 0.00
N -2.78712 -3.64514 -0.21670 0.14 -0.37 0.02
C -1.77949 -2.82524 -0.25285 -0.26 -0.32 -0.01
N -1.80550 -1.53759 -0.63702 0.25 0.30 -0.07
C -0.46140 -3.36572 0.13550 -0.05 -0.25 -0.08
C -0.06936 -4.62358 -0.29038 -0.02 -0.01 0.12
C 1.18690 -5.08599 0.06838 -0.05 0.11 -0.03
C 1.95477 -4.31215 0.92759 -0.12 -0.06 -0.01
C 1.47325 -3.07915 1.32614 0.14 -0.09 0.20
N 0.30723 -2.58311 0.89287 0.33 0.30 0.04
H -3.97041 0.24976 -2.22159 -0.01 -0.05 -0.06
H -2.26530 0.42670 -2.18051 0.09 -0.10 -0.25
H -5.96322 -3.52784 -0.74351 0.00 0.06 -0.01
H -4.98471 -4.80849 -0.09369 0.04 -0.03 0.00
H -0.74366 -5.21032 -0.89659 -0.01 0.01 -0.02
H 1.55144 -6.02984 -0.31392 -0.01 -0.04 0.10
H 2.91363 -4.65901 1.28576 0.00 0.03 0.03
H 2.03687 -2.47676 2.02279 0.03 0.12 -0.11
C 6.89352 5.53360 0.76887 0.06 0.02 -0.09
C 6.39646 4.32128 1.49724 -0.01 -0.16 -0.05
C 6.43402 4.30656 2.89371 -0.01 -0.06 -0.07
C 5.92574 3.23121 3.63199 -0.03 -0.15 0.04
C 5.38932 2.16574 2.97145 -0.04 -0.02 0.23
C 5.38716 2.11861 1.55046 -0.08 0.04 -0.04
N 4.78775 1.00382 1.02888 -0.36 0.17 0.22
C 4.98600 0.31797 -0.15772 0.13 -0.47 -0.70
C 6.25808 0.31174 -0.74398 -0.23 0.11 0.33
C 6.49056 -0.38325 -1.91285 0.00 -0.09 -0.10
C 5.46575 -1.10455 -2.50932 0.06 -0.03 -0.01
C 4.20534 -1.13440 -1.92694 -0.05 0.00 -0.08
C 3.93730 -0.44328 -0.75477 0.13 0.33 0.34
C 2.53779 -0.49214 -0.23273 0.59 -0.11 -0.17
O 1.58972 -0.71891 -1.01481 -0.22 0.09 -0.01
O 2.28798 -0.29664 1.01620 0.03 0.19 -0.04
C 5.88362 3.22498 0.79328 0.08 0.18 -0.02
C 5.78863 3.34147 -0.69839 0.01 -0.01 0.00
H 7.33262 6.24830 1.45970 0.02 0.00 0.00
H 6.08430 6.03807 0.23627 0.00 0.00 0.03
H 7.64670 5.26829 0.02530 0.01 0.02 0.01
H 6.85746 5.15490 3.41554 0.00 0.01 0.00
H 5.97744 3.24077 4.71186 -0.02 0.00 0.00
H 5.01976 1.30608 3.51935 0.00 0.02 0.00
H 4.08535 0.56692 1.61879 0.12 -0.01 0.16
H 7.06441 0.82352 -0.23464 0.01 0.03 -0.05
H 7.48004 -0.37944 -2.34923 0.00 -0.01 0.00
H 5.65240 -1.65836 -3.41884 -0.02 0.00 0.00
H 3.41008 -1.70165 -2.39217 -0.01 0.03 0.02
H 5.15311 2.59402 -1.15820 -0.06 -0.03 -0.03
H 6.78131 3.25976 -1.14964 -0.03 -0.04 -0.03
H 5.41407 4.32840 -0.96840 -0.02 -0.02 0.01
```
Positions in Å, forces in eV/Å.

Output
* net charge: +3
* HOMO level (alpha / beta): -16.10 / -16.53 eV
* gap between HOMO and LUMO (alpha / beta): 8.6 / 5.2 eV
* LUMO level (alpha / beta): -0.2750 / -0.4180 Eh
* 2S+1: 5

---

# 3
The following is a quantum chemistry calculation of a molecular structure, C9H27NaO5S4, from the OMol25 dataset.

```
46
Properties=species:S:1:pos:R:3:forces:R:3
Na -0.35036 -0.03251 -0.54397 0.07 0.79 -0.42
C -0.33795 2.61665 -2.97632 0.59 -1.83 1.22
O 0.32156 2.04760 -1.86660 -0.17 0.29 -0.52
H -1.05172 3.41437 -2.77073 -0.20 0.49 0.35
H 0.29414 2.96003 -3.79526 0.65 0.43 -0.16
H -0.91867 1.82074 -3.44257 -0.75 -0.25 -0.55
C 2.17000 -1.27344 -2.88074 -0.57 -0.89 -0.28
S 0.61754 -2.25209 -3.11835 -0.89 1.69 -0.59
O -0.30627 -1.84952 -1.99370 0.66 -0.55 -0.07
C -0.02145 -1.23276 -4.54283 1.18 0.30 0.79
H 2.75273 -1.15446 -3.79417 -0.38 0.08 -0.27
H 2.79061 -1.89972 -2.23986 -0.24 0.41 0.46
H 1.81178 -0.32553 -2.47919 0.32 0.16 0.23
H 0.82710 -1.17854 -5.22483 -0.45 -0.57 -0.71
H -0.09138 -0.19257 -4.22469 -0.22 -0.01 0.65
H -1.00200 -1.54364 -4.90336 0.44 -0.40 -0.12
C -4.21170 0.77906 1.93899 -1.17 -0.29 0.14
S -3.01699 1.71220 0.97157 0.49 -1.28 -3.24
O -2.61574 0.74618 -0.20932 -1.05 1.98 2.48
C -4.17403 2.96890 0.18495 0.17 -0.85 0.65
H -4.83770 0.15132 1.30482 0.54 -0.24 -0.49
H -4.99365 1.35584 2.43293 0.47 0.71 0.25
H -3.71876 0.15707 2.68615 0.23 0.12 -0.25
H -4.31016 3.77765 0.90294 -0.03 -0.02 -0.01
H -5.12136 2.47166 -0.02339 0.03 0.02 0.00
H -3.75750 3.35139 -0.74688 0.36 -0.26 0.22
C 4.42339 -0.02006 -0.69870 0.90 -0.02 1.43
S 3.21375 0.37838 0.66950 -0.54 -2.04 -1.20
O 2.04648 -0.56804 0.33435 1.41 1.22 1.03
C 4.25396 -0.36130 2.06155 0.39 -0.25 -0.14
H 4.28599 0.45720 -1.66898 -0.59 0.08 0.39
H 4.53197 -1.10220 -0.77144 -0.60 -0.05 -0.11
H 5.39032 0.27006 -0.28765 0.13 0.45 -0.18
H 3.93946 -0.09613 3.07094 -0.63 0.32 -0.31
H 5.29065 -0.02828 2.01195 -0.06 0.49 -0.41
H 4.35622 -1.44649 2.06108 -0.56 -0.13 -0.53
C -0.95781 -2.83395 2.93186 0.02 0.32 0.88
S -0.06513 -1.18628 2.75523 -2.17 0.62 -1.12
O -0.87453 -0.42359 1.66776 1.43 -1.36 1.92
C -0.68441 -0.35635 4.31284 0.08 -0.54 -0.32
H -0.77762 -3.64913 2.23107 0.44 0.81 -0.75
H -2.02854 -2.63120 2.95472 0.06 0.16 -0.02
H -0.65829 -3.30161 3.86978 0.00 0.38 0.38
H -0.38313 -0.85332 5.23498 0.09 -0.30 -0.18
H -1.77165 -0.29849 4.26130 0.05 -0.09 -0.13
H -0.27920 0.65476 4.35220 0.09 -0.09 -0.41
```
Positions in Å, forces in eV/Å.

Output
* HOMO level: -5.31 eV
* gap between HOMO and LUMO: 5.4 eV
* LUMO level: 0.0032 Eh

---

# 4
The following is a quantum chemistry calculation of 5 unconnected molecules or ions with the total composition H9O4S, from the OMol25 dataset.

```
14
Properties=species:S:1:pos:R:3:forces:R:3
S 2.20694 2.93356 1.65065 -0.50 0.39 -1.54
H 2.60025 2.54953 2.81885 0.49 -0.53 1.34
H -0.28864 0.32427 -0.93853 -2.82 -1.22 1.19
H -0.82444 0.68496 0.31739 -0.60 -0.48 0.36
O -1.18482 0.14371 -0.41190 3.28 1.51 -1.74
H 0.43224 -2.63091 -1.90794 -0.20 0.05 -0.23
H 1.79120 -3.10406 -1.45986 -1.34 -0.23 -2.08
O 1.15401 -3.16633 -2.25940 1.52 0.26 2.36
H -3.09440 -0.46758 0.14106 -1.76 3.66 -0.68
H -3.43375 1.13850 -0.22643 1.63 0.85 -0.63
O -3.78275 0.33026 0.07157 -0.31 -4.48 1.35
H 1.83435 0.97208 0.29402 -1.66 -2.32 0.59
H 1.34087 0.21025 1.42487 -0.21 -0.13 0.97
O 1.24894 0.08176 0.48563 2.48 2.66 -1.26
```
Positions in Å, forces in eV/Å.

Output
* net charge: -1
* HOMO level: -3.50 eV
* gap between HOMO and LUMO: 6.9 eV
* LUMO level: 0.1231 Eh
* energy relative to the best compared isomer or geometry (same formula, charge and spin): 215.3 kJ/mol